(1)
14
Properties=species:S:1:pos:R:3:mulliken_charge:R:1 method="wB97M-V/def2-TZVPD" de_lowest_kj_mol=112.8 homo_ev=-9.72 lumo_energy_ha=0.030 total_charge=0 orbital_gap_ev=10.5352
C 1.16 1.21 0.30 -1.3810
C 0.50 -0.04 -0.24 0.4118
O 1.04 -1.14 0.48 -0.5031
C -1.01 0.03 -0.03 -0.5913
C -1.71 -1.23 -0.47 -0.0336
O -2.72 -1.25 -1.14 -0.4847
H 2.24 1.03 0.38 0.4202
H 0.96 2.09 -0.32 0.3466
H 0.78 1.39 1.31 0.3560
H 0.70 -0.16 -1.32 0.1972
H 1.94 -0.85 0.71 0.2838
H -1.44 0.88 -0.58 0.2816
H -1.22 0.19 1.04 0.3381
H -1.22 -2.16 -0.13 0.3585

(2)
14
Properties=species:S:1:pos:R:3:mulliken_charge:R:1 method="wB97M-V/def2-TZVPD" de_lowest_kj_mol=570.5 homo_ev=-8.07 lumo_energy_ha=0.031 total_charge=0 orbital_gap_ev=8.9161
O 2.07 0.75 -0.76 -0.3722
C 1.70 -0.37 -0.08 -0.5393
C -0.27 0.12 0.71 -0.2112
C -0.86 0.80 -0.51 -0.3368
O -1.43 -0.44 -0.96 -0.3867
C -1.16 -1.05 0.32 -0.3730
H 2.70 1.23 -0.21 0.3163
H 1.03 -0.21 0.92 0.2687
H 1.15 -1.01 -0.78 0.2287
H -0.39 0.59 1.70 0.3768
H -1.64 1.53 -0.27 0.2410
H -0.15 1.23 -1.23 0.2600
H -2.07 -1.15 0.92 0.2396
H -0.68 -2.03 0.22 0.2881

(3)
14
Properties=species:S:1:pos:R:3:mulliken_charge:R:1 method="wB97M-V/def2-TZVPD" de_lowest_kj_mol=593.8 homo_ev=-9.98 lumo_energy_ha=-0.061 total_charge=0 orbital_gap_ev=8.3226
C 0.26 1.48 -1.49 -0.7529
C -0.47 0.80 -0.40 0.6237
O -1.29 -0.17 -0.55 -0.6510
C 0.09 1.14 0.98 -0.1315
C 0.09 0.24 2.09 -0.5151
H 0.06 1.38 -2.57 0.3200
H 0.93 2.29 -1.23 0.2607
H 1.29 -0.26 -1.26 0.1641
H 0.67 2.08 1.09 0.2104
H -0.33 -0.86 1.98 0.2102
H 0.44 0.50 3.20 0.2371
H -0.98 -3.56 -0.65 0.2947
H -0.51 -2.09 -0.53 0.3583
O -0.24 -2.97 -0.64 -0.6289

(4)
14
Properties=species:S:1:pos:R:3:mulliken_charge:R:1 method="wB97M-V/def2-TZVPD" de_lowest_kj_mol=134.3 homo_ev=-10.02 lumo_energy_ha=0.039 total_charge=0 orbital_gap_ev=11.0939
C 0.76 1.10 -1.30 -1.3728
C 0.09 0.50 -0.07 0.4251
C -1.23 -0.36 -0.12 -0.3464
O -0.92 -1.49 0.68 -0.3639
C 0.27 -1.19 1.36 -0.1879
O 1.03 -0.41 0.49 -0.4143
H 0.13 1.84 -1.81 0.3717
H 1.66 1.62 -0.96 0.3212
H 1.08 0.33 -2.01 0.3279
H -0.12 1.30 0.65 0.2364
H -2.06 0.20 0.34 0.2312
H -1.56 -0.72 -1.10 0.2650
H 0.07 -0.62 2.28 0.2893
H 0.81 -2.11 1.58 0.2176

(5)
14
Properties=species:S:1:pos:R:3:mulliken_charge:R:1 method="wB97M-V/def2-TZVPD" de_lowest_kj_mol=225.8 homo_ev=-10.26 lumo_energy_ha=0.038 total_charge=0 orbital_gap_ev=11.2816
C -1.49 0.38 -1.18 -1.2767
C -0.52 0.89 -0.14 0.2252
O -0.77 0.50 1.20 -0.4690
C 0.47 0.11 0.60 -0.1739
C 0.80 -1.30 0.26 -0.4293
O 0.74 -2.15 1.38 -0.5051
H -1.80 -0.65 -0.95 0.3874
H -1.01 0.42 -2.15 0.2883
H -2.41 0.98 -1.24 0.3180
H -0.01 1.82 -0.33 0.3644
H 1.28 0.68 1.05 0.4190
H 1.83 -1.29 -0.11 0.2705
H 0.17 -1.66 -0.57 0.2502
H -0.13 -1.98 1.77 0.3310

(6)
14
Properties=species:S:1:pos:R:3:mulliken_charge:R:1 method="wB97M-V/def2-TZVPD" de_lowest_kj_mol=353.8 homo_ev=-9.33 lumo_energy_ha=0.033 total_charge=0 orbital_gap_ev=10.2345
C 2.13 -0.41 -0.09 -0.8146
O 0.76 -0.23 0.37 -0.4108
C 0.18 0.97 -0.07 0.0226
C -1.12 0.99 -0.04 -0.3945
C -2.02 -0.22 0.21 -0.3002
O -1.21 -1.38 -0.22 -0.6577
H 2.88 0.25 0.36 0.3726
H 2.09 -0.63 -1.12 0.3578
H 2.59 -1.25 0.51 0.2529
H 0.92 1.81 -0.07 0.3134
H -1.52 1.90 -0.45 0.3068
H -2.65 -0.45 1.15 0.2107
H -2.76 -0.19 -0.50 0.2495
H -0.27 -1.17 -0.04 0.4916

(7)
14
Properties=species:S:1:pos:R:3:mulliken_charge:R:1 method="wB97M-V/def2-TZVPD" de_lowest_kj_mol=307.1 homo_ev=-9.40 lumo_energy_ha=0.035 total_charge=0 orbital_gap_ev=10.3663
C -0.39 0.17 1.67 -0.6656
C 0.67 0.84 1.22 -0.0045
O 1.67 0.39 0.42 -0.3700
C 1.36 -0.57 -0.57 -0.4173
C 0.19 -0.13 -1.43 0.0907
O -0.44 -0.88 -2.14 -0.4710
H -0.57 -0.88 1.52 0.2674
H -1.13 0.73 2.24 0.2452
H 0.83 1.88 1.48 0.3537
H 1.20 -1.58 -0.19 0.2659
H 2.25 -0.60 -1.22 0.3163
H -0.01 0.97 -1.41 0.3967
H -3.00 -0.03 -0.50 0.1384
H -2.63 -0.31 -1.08 -0.1458

(8)
14
Properties=species:S:1:pos:R:3:mulliken_charge:R:1 method="wB97M-V/def2-TZVPD" de_lowest_kj_mol=442.4 homo_ev=-8.65 lumo_energy_ha=-0.004 total_charge=0 orbital_gap_ev=8.5380
O 1.64 1.02 0.66 -0.5592
C 0.32 1.17 1.16 -0.2962
C -0.86 0.81 0.35 -0.5582
C -0.51 0.33 -1.01 -0.1615
C -0.45 -1.21 -0.85 -0.5274
O 0.43 -1.62 0.20 -0.5455
H 1.74 0.08 0.47 0.3683
H 0.21 0.70 2.15 0.3129
H 0.16 2.24 1.36 0.3812
H -0.09 -1.63 1.02 0.3241
H -1.31 0.55 -1.73 0.3435
H 0.46 0.68 -1.40 0.2923
H -0.06 -1.64 -1.78 0.2843
H -1.46 -1.60 -0.68 0.3413